No. 1
22
Properties=species:S:1:pos:R:3:forces:R:3 method="wB97M-V/def2-TZVPD" molar_mass_g_mol=120.2 total_energy_ha=-400.08325 total_charge=+1 homo_energy_ev=-13.9
C 1.2905 -1.1320 1.9763 -0.37 -0.87 -0.50
C 0.3953 -0.4499 2.9740 1.28 -0.28 1.35
O 0.5862 -1.8489 0.9342 -0.03 0.40 -0.27
H 1.9363 -0.4384 1.4448 0.04 0.15 0.04
H 1.9272 -1.8666 2.4770 0.06 0.23 0.13
H -0.2000 -1.1606 3.5501 -0.56 -0.01 -0.54
H -0.0577 -2.4414 1.3334 0.12 -0.03 0.22
H -0.1263 0.4456 2.6655 -0.30 -0.09 -0.27
H 1.0965 -0.1656 3.7722 -0.09 0.49 -0.13
C -0.7940 2.4537 -1.9368 -0.36 0.34 0.77
C -0.4795 0.0402 -1.6040 -0.02 -0.65 -1.45
N -1.0620 -1.1135 -1.3066 0.00 -0.19 -0.12
N -1.2224 1.0566 -2.0698 -0.45 0.52 1.80
N 0.8504 0.0577 -1.7552 0.84 0.44 0.89
H -1.9547 -1.1759 -0.8468 -0.09 0.05 -0.30
H -0.4748 -1.9306 -1.3139 -0.08 -0.08 0.49
H -2.1974 0.9479 -1.8157 -0.05 -0.12 -0.39
H 1.3226 0.9318 -1.5479 -0.17 0.04 -0.58
H 1.3890 -0.7104 -1.3627 -0.44 -0.03 0.03
H 0.0722 2.6339 -2.5647 -0.20 0.37 -0.09
H -0.6425 2.7704 -0.8962 0.76 -0.61 0.04
H -1.6551 3.0961 -2.1071 0.13 -0.08 -1.14


No. 2
23
Properties=species:S:1:pos:R:3:forces:R:3 method="wB97M-V/def2-TZVPD" molar_mass_g_mol=136.2 total_energy_ha=-475.33215 total_charge=+1 homo_energy_ev=-13.9
C -1.7455 -1.3445 0.3775 -0.34 -0.70 0.27
C -1.7862 0.5008 -1.1934 -0.44 0.37 -0.58
C -0.3906 0.6345 0.7745 0.11 0.68 0.70
C 2.6401 -0.6249 -0.1572 -0.03 -0.31 -0.22
N 2.3702 1.7573 -0.2154 0.27 0.10 -0.05
N 3.0895 0.6063 0.1430 0.52 0.36 0.14
N -0.9736 -0.2565 -0.2353 0.35 -0.19 -0.20
O 3.5608 -1.5477 0.1275 0.34 0.05 0.17
O 1.5541 -0.9017 -0.6314 -0.20 -0.15 -0.21
H -2.5878 -0.9369 0.9348 0.07 0.11 -0.03
H -2.1267 -2.0144 -0.3919 0.06 0.10 -0.05
H -1.1122 -1.9176 1.0541 0.04 0.13 -0.07
H -2.6067 0.9920 -0.6698 0.07 -0.08 0.06
H -1.1794 1.2578 -1.6837 0.10 -0.03 0.06
H -2.2004 -0.1646 -1.9483 0.08 -0.07 0.06
H -1.1774 1.1814 1.2903 -0.16 -0.08 -0.04
H 0.1655 0.0528 1.5037 0.00 -0.13 -0.04
H 2.4625 2.4509 0.5259 0.00 -0.26 -0.16
H 0.2962 1.3321 0.2964 -0.18 -0.19 -0.05
H 4.0669 0.6699 0.4109 -0.22 0.08 -0.10
H -0.1343 -0.6563 -0.7093 -0.27 0.14 0.14
H 3.2637 -2.4319 -0.1332 -0.18 0.23 -0.01
H 2.7374 2.1604 -1.0775 0.03 -0.16 0.21


No. 3
22
Properties=species:S:1:pos:R:3:forces:R:3 method="wB97M-V/def2-TZVPD" molar_mass_g_mol=136.2 total_energy_ha=-722.97252 total_charge=+1 homo_energy_ev=-13.6
C -1.9536 0.8193 0.6071 -0.07 -2.46 2.85
C 0.6730 -1.4132 -2.0689 -0.75 1.77 1.88
C 1.3750 0.8320 2.0653 3.28 3.85 -1.84
C -1.5760 -0.4715 -1.4745 3.63 1.37 3.49
N -1.0405 0.1119 -0.2772 -1.96 -2.42 -3.94
N -0.7563 -1.2043 -2.2308 -0.68 -0.03 0.77
N 1.5624 0.1530 0.8084 -0.88 -2.65 -0.26
S -3.1557 -0.1898 -2.0133 -0.66 -0.39 -1.32
H -2.9941 0.2540 0.6394 1.98 1.66 -0.10
H -1.5917 0.5221 1.7106 -0.66 1.45 -2.34
H -1.9393 1.8889 0.3479 -0.54 -0.41 0.60
H 1.0826 -0.4644 -2.4143 1.04 -0.39 0.29
H 0.9249 -1.7151 -1.0445 -0.13 0.80 -0.02
H 0.9807 -2.2578 -2.5768 0.44 -1.40 -1.82
H 0.6235 0.3904 2.5572 -2.85 -1.43 1.99
H 2.3178 0.7349 2.6482 -0.77 0.66 0.06
H 1.1078 1.9490 1.8065 0.60 -2.10 0.95
H -0.0267 -0.1012 -0.0323 -0.69 0.66 0.23
H -1.0330 -1.3709 -3.1605 -0.85 -0.40 -1.05
H 1.8880 -0.8016 1.0181 -0.35 0.34 -0.04
H 2.3071 0.4841 0.2638 1.12 1.17 -0.75
H -3.6063 0.2893 -0.8782 -0.26 0.35 0.38


No. 4
22
Properties=species:S:1:pos:R:3:forces:R:3 method="wB97M-V/def2-TZVPD" molar_mass_g_mol=118.2 total_energy_ha=-379.11532 total_charge=+2 homo_energy_ev="-15.2 / -14.1"
C 0.1523 1.3740 -0.4711 0.32 -0.60 -0.67
C -1.0924 1.6276 1.5253 -0.47 -0.28 1.04
C -1.1223 0.6261 -0.5496 0.70 -0.82 0.59
C 0.5170 -1.7507 -0.1579 -0.47 0.94 0.06
N -1.8233 0.8311 0.5818 0.00 0.28 -0.47
N 1.7144 -1.0207 -0.0676 0.20 -0.69 -0.10
N -0.0823 2.3216 0.6659 -0.14 0.57 -0.10
N 0.4874 -2.8092 -1.2211 0.19 -0.19 0.05
H 0.9980 0.6725 -0.2050 -0.31 0.46 0.02
H 0.4216 1.8920 -1.3902 -0.03 0.18 0.11
H -1.7344 2.3338 2.0613 0.22 -0.04 -0.16
H -0.5649 0.9981 2.2564 0.07 0.25 -0.18
H -1.5455 0.1798 -1.4238 -0.19 0.08 -0.21
H 0.1801 -2.1573 0.7887 -0.08 -0.05 -0.11
H -2.7851 0.5624 0.7195 0.01 0.02 0.04
H 2.2820 -1.1813 0.7584 0.02 -0.10 -0.03
H 2.2969 -1.0492 -0.8952 0.12 0.18 0.02
H 0.7746 2.5510 1.1806 -0.15 -0.08 -0.07
H -0.4687 3.2059 0.3063 0.08 -0.18 0.15
H 1.1288 -3.6044 -1.0444 -0.14 0.20 -0.08
H 0.7300 -2.4116 -2.1377 -0.18 -0.23 0.20
H -0.4643 -3.1917 -1.2804 0.22 0.09 -0.11